{
  "formula": "C38H72BNO21S5",
  "method": "ωB97M-V/def2-TZVPD",
  "lumo_ha": 0.001,
  "total_charge": 0,
  "molar_mass_g_mol": 1050.13,
  "homo_lumo_gap_ha": 0.303,
  "smiles": "COC[C@@](COc1ccccc1)(OC(=O)C[C@@H](C)OCc1ccccc1)B(O)N(C)C.CCOS(C)(=O)=O.CCOS(C)(=O)=O.CCOS(C)(=O)=O.CCOS(C)(=O)=O.CCOS(C)(=O)=O",
  "species": ["C", "O", "C", "C", "C", "O", "C", "C", "C", "C", "C", "C", "O", "C", "O", "C", "C", "C", "O", "C", "C", "C", "C", "C", "C", "C", "B", "O", "N", "C", "C", "H", "H", "H", "H", "H", "H", "H", "H", "H", "H", "H", "H", "H", "H", "H", "H", "H", "H", "H", "H", "H", "H", "H", "H", "H", "H", "H", "H", "H", "H", "H", "H", "C", "C", "O", "S", "C", "O", "O", "H", "H", "H", "H", "H", "H", "H", "H", "C", "C", "O", "S", "C", "O", "O", "H", "H", "H", "H", "H", "H", "H", "H", "C", "C", "O", "S", "C", "O", "O", "H", "H", "H", "H", "H", "H", "H", "H", "C", "C", "O", "S", "C", "O", "O", "H", "H", "H", "H", "H", "H", "H", "H", "C", "C", "O", "S", "C", "O", "O", "H", "H", "H", "H", "H", "H", "H", "H"],
  "positions_angstrom": [[-2.50911, -1.20762, -7.37944], [-3.46316, -0.24315, -6.80983], [-4.51209, -0.89245, -6.01209], [-5.19488, 0.04051, -4.85098], [-6.10073, -1.01669, -3.92005], [-7.01073, -1.72466, -4.84957], [-7.04569, -3.18085, -4.49326], [-8.15068, -3.57437, -3.30959], [-8.26435, -5.14118, -2.82508], [-7.30528, -6.28872, -3.55723], [-6.21103, -5.90767, -4.76010], [-6.07841, -4.30743, -5.22321], [-4.25234, 0.83900, -4.05274], [-3.19456, 0.03926, -3.43219], [-3.33921, -0.72846, -2.31587], [-1.66278, 0.09744, -4.04277], [-0.80413, -1.31392, -3.77956], [-1.61581, -2.66306, -4.23782], [0.48375, -1.11893, -4.46550], [1.36248, -2.29295, -4.35892], [1.75247, -2.67183, -2.77700], [2.24893, -1.36482, -1.86671], [2.59435, -1.67543, -0.29297], [2.43952, -3.19981, 0.34277], [1.95963, -4.46690, -0.63251], [1.60106, -4.20280, -2.21127], [-6.31924, 1.12865, -5.42186], [-7.06435, 1.87901, -4.34944], [-6.64225, 1.42541, -6.85925], [-5.52515, 2.08056, -7.62758], [-7.30955, 0.29370, -7.59522], [-2.26879, -1.04025, -8.52455], [-2.86796, -2.33600, -7.26812], [-1.50260, -1.14552, -6.74048], [-5.26073, -1.39545, -6.75723], [-3.97821, -1.79293, -5.43765], [-5.42268, -1.84774, -3.42060], [-6.76995, -0.46314, -3.13532], [-8.79974, -2.70996, -2.82239], [-9.01817, -5.45210, -1.97059], [-7.43047, -7.41816, -3.20944], [-5.55290, -6.74999, -5.25894], [-5.29232, -4.02551, -6.06530], [-1.59109, 0.47854, -5.14584], [-1.09007, 0.91082, -3.38224], [-0.70850, -1.37510, -2.59098], [-2.73471, -2.71230, -3.89903], [-1.51914, -2.90977, -5.40060], [-1.07281, -3.57674, -3.69407], [2.40422, -1.96750, -4.84331], [1.01269, -3.23074, -4.97694], [2.31852, -0.28939, -2.37958], [2.91566, -0.78309, 0.39292], [2.66428, -3.39101, 1.49083], [1.83173, -5.55217, -0.21338], [1.21965, -5.02565, -2.97809], [-6.63915, 2.79926, -4.36458], [-5.98563, 2.86280, -8.38492], [-4.98758, 1.26205, -8.30566], [-4.74325, 2.66775, -6.97287], [-7.98546, -0.28019, -6.80306], [-8.06791, 0.77980, -8.36069], [-6.58094, -0.40501, -8.18679], [6.43863, 3.07004, 1.91831], [7.20028, 2.83859, 0.62345], [7.40062, 1.45673, 0.37232], [6.12366, 0.56297, -0.10865], [7.02052, -0.90516, -0.55168], [5.56786, 1.14567, -1.30873], [5.30961, 0.25621, 1.04703], [5.41951, 2.68364, 1.85294], [6.37551, 4.13382, 2.14722], [6.92737, 2.55516, 2.74964], [6.69409, 3.31585, -0.22187], [8.19207, 3.29820, 0.70756], [7.67030, -0.68519, -1.39630], [6.28985, -1.67135, -0.82965], [7.59760, -1.24130, 0.31185], [3.60342, -5.34788, 7.39358], [2.90345, -4.09815, 6.88510], [3.79600, -3.24364, 6.18802], [4.28987, -3.68760, 4.69814], [5.07021, -2.15710, 4.24571], [3.13046, -3.88221, 3.85757], [5.32228, -4.69201, 4.83101], [3.94559, -5.97423, 6.56727], [2.93114, -5.94738, 8.00730], [4.48384, -5.08238, 7.98470], [2.04472, -4.35580, 6.25680], [2.51880, -3.53276, 7.74204], [4.31436, -1.37721, 4.17898], [5.54785, -2.30137, 3.27143], [5.82548, -1.91027, 4.99425], [1.86698, 6.46423, 5.59155], [2.41532, 5.12026, 5.14053], [2.43615, 5.00991, 3.72627], [3.56141, 5.85291, 2.89928], [3.30456, 5.09196, 1.31465], [4.87289, 5.48499, 3.38229], [3.13363, 7.23157, 2.80620], [2.52639, 7.28157, 5.29271], [1.76711, 6.49894, 6.67638], [0.89063, 6.65350, 5.13770], [3.41189, 4.94169, 5.55708], [1.76073, 4.32517, 5.51645], [3.58349, 4.04186, 1.37361], [3.94044, 5.60918, 0.58917], [2.25587, 5.20550, 1.03350], [0.62547, -4.60397, 12.64820], [-0.75486, -3.99292, 12.47023], [-0.81008, -3.14279, 11.33578], [-0.81797, -3.82596, 9.85457], [-1.20706, -2.36274, 8.92524], [-1.93297, -4.74109, 9.76535], [0.53210, -4.22165, 9.51826], [0.86894, -5.27904, 11.82530], [0.68049, -5.17676, 13.57389], [1.39204, -3.82477, 12.66534], [-1.52436, -4.76929, 12.40952], [-0.98625, -3.37643, 13.34679], [-2.20601, -2.02480, 9.19335], [-1.17135, -2.62307, 7.86263], [-0.46064, -1.59648, 9.14293], [0.44696, 5.76760, -3.51624], [0.11252, 7.23889, -3.70008], [0.31998, 7.97728, -2.50656], [1.85293, 8.28653, -2.04268], [1.47599, 9.44729, -0.75171], [2.53438, 8.98502, -3.10870], [2.40083, 7.09774, -1.42709], [1.51200, 5.62460, -3.32284], [0.19291, 5.19678, -4.40935], [-0.09561, 5.35332, -2.66239], [0.68400, 7.67227, -4.52721], [-0.94920, 7.33256, -3.95684], [1.02515, 10.33509, -1.19050], [2.41512, 9.70981, -0.25443], [0.79951, 8.97443, -0.03724]]
}

{
  "formula": "C38H73BeCl2KLiN2O7S",
  "method": "ωB97M-V/def2-TZVPD",
  "e_above_lowest_kcal_mol": 213.35,
  "lumo_ha": -0.184,
  "total_charge": 1,
  "molar_mass_g_mol": 828.03,
  "homo_lumo_gap_ha": 0.077,
  "species": ["C", "C", "C", "C", "C", "C", "C", "C", "C", "C", "C", "C", "C", "C", "C", "C", "C", "C", "C", "C", "C", "C", "C", "C", "C", "H", "H", "H", "H", "H", "H", "H", "H", "H", "H", "H", "H", "H", "H", "H", "H", "H", "H", "H", "H", "H", "H", "H", "H", "H", "H", "H", "H", "H", "H", "H", "H", "H", "H", "H", "H", "H", "H", "H", "H", "H", "H", "H", "H", "H", "H", "H", "H", "H", "H", "H", "K", "Cl", "C", "C", "Cl", "H", "H", "H", "H", "O", "S", "O", "O", "C", "C", "C", "H", "H", "H", "H", "H", "H", "H", "H", "C", "C", "C", "C", "C", "C", "H", "H", "H", "H", "H", "H", "C", "O", "O", "O", "Be", "C", "O", "N", "N", "H", "H", "H", "H", "Li"],
  "positions_angstrom": [[-3.68252, 3.46370, -3.35650], [-3.57118, 1.93771, -2.73923], [-5.02315, 1.18856, -2.86891], [-4.96349, -0.44839, -2.91494], [-3.91917, -1.14062, -1.85896], [-4.59702, -1.51106, -0.38551], [-3.66324, -2.60892, 0.39727], [-2.95840, -2.06713, 1.77470], [-2.56799, -0.47463, 1.77801], [-1.88252, -0.17894, 3.27454], [-0.29607, 0.23849, 3.18438], [-0.00274, 1.41902, 4.30540], [0.48879, 2.78016, 3.48133], [2.07556, 2.68027, 3.08133], [2.30175, 2.24861, 1.48456], [3.91749, 2.21235, 1.08704], [4.08224, 2.15805, -0.54613], [5.10816, 1.00047, -1.09604], [4.37335, -0.47216, -1.18359], [4.38708, -1.13947, 0.34174], [4.08824, -2.75669, 0.30566], [2.67503, -3.20211, 1.03053], [1.41503, -3.13192, -0.02641], [0.83514, -1.58917, -0.11980], [-0.17733, -1.49486, -1.42029], [-2.81356, 4.08757, -2.82678], [-3.57045, 3.46489, -4.53864], [-4.75302, 3.87538, -3.06954], [-3.30151, 1.94403, -1.57676], [-2.72738, 1.28355, -3.25206], [-5.48502, 1.53150, -3.91509], [-5.82156, 1.54053, -2.06045], [-6.06566, -0.83791, -2.72836], [-4.65720, -0.84912, -3.99649], [-2.90350, -0.56908, -1.71532], [-3.62523, -2.19783, -2.32929], [-5.62227, -2.06201, -0.65078], [-4.89546, -0.57047, 0.24310], [-2.87211, -3.13594, -0.32481], [-4.39491, -3.49284, 0.72632], [-1.92707, -2.66028, 1.87404], [-3.58852, -2.40846, 2.72957], [-1.83641, -0.17813, 0.90422], [-3.49233, 0.25814, 1.71471], [-1.93113, -1.19336, 3.90134], [-2.52855, 0.59849, 3.88440], [0.33233, -0.68734, 3.57800], [-0.94733, 1.71549, 4.93690], [0.84692, 1.14565, 5.06219], [0.32955, 3.77244, 4.09106], [-0.24147, 2.85489, 2.54640], [2.54696, 3.75743, 3.19471], [2.65269, 1.91431, 3.78103], [1.78440, 1.22211, 1.24015], [1.81832, 3.13771, 0.86240], [4.45920, 1.33837, 1.66296], [4.37802, 3.22779, 1.50613], [4.55065, 3.20298, -0.87990], [3.03002, 1.97791, -1.05498], [6.07237, 0.85730, -0.42006], [5.47120, 1.28109, -2.18313], [3.28494, -0.32937, -1.60202], [4.91930, -1.24252, -1.88210], [3.53605, -0.56704, 0.93504], [5.41207, -0.84862, 0.84751], [4.95866, -3.32023, 0.87829], [4.07270, -3.16766, -0.80042], [2.37756, -2.49431, 1.94034], [2.77476, -4.31801, 1.37401], [1.73919, -3.47067, -1.12296], [0.49222, -3.80950, 0.29253], [0.20070, -1.34634, 0.85899], [1.67038, -0.77003, -0.18904], [-1.00774, -2.33579, -1.30578], [0.40554, -1.60667, -2.44430], [-0.64276, -0.40658, -1.40071], [-2.59810, 4.46982, -5.89651], [1.68819, 4.39139, -5.90404], [2.71467, 4.33300, -7.35878], [1.98112, 4.81919, -8.59848], [0.69481, 3.69487, -9.10291], [3.07426, 3.30636, -7.47956], [3.57852, 4.97496, -7.16211], [2.67944, 4.89766, -9.43709], [1.52870, 5.80302, -8.43952], [3.46706, -6.78402, -6.45064], [2.65659, -7.11944, -5.30116], [1.20824, -7.10641, -5.35182], [3.14348, -6.22071, -4.02906], [3.14046, -4.80468, -4.15655], [1.72992, -4.24488, -4.12277], [3.16849, -8.70022, -4.68188], [3.66718, -4.49890, -5.06641], [3.70257, -4.40313, -3.30703], [1.15235, -4.57378, -4.99160], [1.74442, -3.15116, -4.12744], [1.19826, -4.59184, -3.23135], [4.25710, -8.71718, -4.59969], [2.83415, -9.46000, -5.39148], [2.69984, -8.86984, -3.71065], [-2.79152, 1.00800, 8.71027], [-1.73082, 0.53740, 7.93682], [-1.85628, -0.66135, 7.23534], [-3.04727, -1.38518, 7.29955], [-4.10930, -0.91260, 8.07004], [-3.98049, 0.28146, 8.77895], [-2.69215, 1.94055, 9.25955], [-0.80526, 1.10498, 7.88135], [-1.02724, -1.03116, 6.63814], [-3.14697, -2.31691, 6.74904], [-5.03795, -1.47599, 8.11866], [-4.80612, 0.64651, 9.38350], [-6.43349, -2.29366, 3.98837], [-6.81359, -1.18472, 3.64560], [-6.31960, -3.27090, 3.23947], [-6.10377, -2.61037, 5.13710], [-1.96566, 6.72202, -3.11083], [1.84455, 7.27388, 1.41584], [1.39179, 8.40650, 1.36351], [1.96226, 6.48691, 0.33120], [2.26616, 6.71133, 2.56275], [2.33257, 5.55182, 0.35433], [1.65622, 6.87215, -0.55281], [2.19496, 7.27001, 3.40311], [2.64189, 5.78025, 2.62573], [0.35777, 4.88025, 3.12718]]
}